# 1
An isolated molecule of C24H28FN3O2, computed with the ωB97M-V functional and the def2-TZVPD basis.

Geometry as ORCA input:
```
! RIJCOSX wB97M-V def2-TZVPD def2/J DEFGRID3
* xyz 0 1
O -2.36646 0.66008 2.51248
C -2.78110 0.24069 1.44573
C -3.26388 -1.19008 1.27971
C -4.68378 -1.27226 0.79617
C -5.05373 -2.15867 -0.20716
C -6.36820 -2.23134 -0.63390
C -7.33006 -1.41492 -0.06470
C -6.97117 -0.52926 0.93769
C -5.65814 -0.46065 1.36614
N -2.87053 1.04605 0.36189
C -3.12105 0.63628 -0.99961
C -2.06613 1.24321 -1.94183
C -0.72084 1.45904 -1.23705
C -0.12551 0.12376 -0.79377
O -0.76502 -0.91232 -0.77161
N 1.17570 0.14305 -0.41482
C 2.10067 1.24354 -0.59216
C 3.33799 1.03989 0.28133
N 4.02948 -0.16328 -0.11274
C 5.37119 -0.34180 0.12341
C 6.07563 -1.37271 -0.51387
C 7.42600 -1.55527 -0.29595
C 8.09541 -0.69851 0.55716
F 9.42236 -0.87183 0.76827
C 7.43505 0.33231 1.19730
C 6.08169 0.50461 0.98481
C 3.18635 -1.24369 -0.57719
C 1.78832 -1.10253 0.01221
C -0.89908 2.40917 -0.02859
C -2.35269 2.39074 0.45882
H -2.58359 -1.71142 0.60283
H -3.18363 -1.65700 2.26542
H -4.30710 -2.79879 -0.65624
H -6.64217 -2.92715 -1.41378
H -8.35569 -1.46989 -0.39898
H -7.71797 0.10839 1.38830
H -5.37886 0.22673 2.15173
H -4.12427 0.96547 -1.30317
H -3.07969 -0.44625 -1.06785
H -1.92760 0.57392 -2.79119
H -2.40597 2.20686 -2.32571
H -0.02974 1.90614 -1.95883
H 2.41583 1.30651 -1.64372
H 1.63413 2.18941 -0.31636
H 3.03397 1.01502 1.33890
H 4.00202 1.89604 0.13540
H 5.56974 -2.02980 -1.20238
H 7.96350 -2.34959 -0.78931
H 7.97697 0.98498 1.86337
H 5.57593 1.29675 1.51220
H 3.60487 -2.20016 -0.25371
H 3.12040 -1.24859 -1.67540
H 1.14487 -1.91836 -0.32474
H 1.83910 -1.13567 1.10659
H -0.26841 2.08105 0.79870
H -0.61823 3.42911 -0.29741
H -2.98296 3.04850 -0.14551
H -2.40387 2.70445 1.50262
*
```

Values from the calculation:
HOMO-LUMO gap (eV): 8.25
E_HOMO (hartree): -0.286
SMILES: O=C(Cc1ccccc1)N1CCC(C(=O)N2CCN(c3ccc(F)cc3)CC2)CC1

Population analysis type natural (NBO), resulting atomic charges in e: O -0.65; C 0.71; C -0.53; C -0.03; C -0.21; C -0.21; C -0.22; C -0.22; C -0.16; N -0.45; C -0.22; C -0.40; C -0.32; C 0.71; O -0.66; N -0.45; C -0.22; C -0.21; N -0.43; C 0.18; C -0.25; C -0.25; C 0.35; F -0.33; C -0.24; C -0.27; C -0.22; C -0.23; C -0.40; C -0.23; H 0.26; H 0.25; H 0.21; H 0.21; H 0.21; H 0.21; H 0.21; H 0.19; H 0.24; H 0.23; H 0.20; H 0.23; H 0.19; H 0.22; H 0.18; H 0.22; H 0.21; H 0.23; H 0.23; H 0.21; H 0.22; H 0.18; H 0.25; H 0.20; H 0.22; H 0.21; H 0.19; H 0.25

---

# 2
A cluster of 2 separate species, C3H6NO in total, computed with the ωB97M-V functional and the def2-TZVPD basis.

Geometry as ORCA input:
```
! RIJCOSX wB97M-V def2-TZVPD def2/J DEFGRID3
* xyz 1 1
C 0.41301 -1.19914 2.04787
C 0.10228 -0.44239 1.11674
C -0.14995 0.42064 0.09788
N -0.61671 -0.06432 -1.20619
O -0.21241 1.71522 0.16521
H 0.61791 -1.70217 2.90816
H 1.89755 -0.36342 -1.14429
H -0.27920 0.48360 -2.00781
H -1.66452 -0.12419 -1.35543
H -0.31306 -0.86562 -1.56369
H 0.20510 2.14178 0.94155
*
```

Values from the calculation:
HOMO-LUMO gap (alpha / beta) (eV): 9.86 / 7.33
E_HOMO (alpha / beta) (hartree): -0.551 / -0.464

Population analysis type natural (NBO), resulting atomic charges in e: C 0.01; C -0.23; C 0.41; N -0.69; O -0.63; H 0.24; H -0.01; H 0.46; H 0.44; H 0.44; H 0.55